# C22H34N4O2S

A cluster of 2 separate species, C22H34N4O2S in total in a non-equilibrium geometry (ωB97M-V/def2-TZVPD, OMol25).

Highest occupied orbital energy: -0.2971 hartree
Frontier orbital gap: 8.5 eV

Last columns: bonded neighbours and bond lengths (Å).
Cartesian coordinates (Å):
1 O 4.966 6.506 3.256  C5 1.220
2 O 4.496 2.039 1.652  C6 1.225
3 N 1.912 -1.424 -1.000  C7 1.340, C8 1.344
4 S -0.621 3.004 0.872  C15 1.813, C18 1.814
5 C 4.087 5.691 3.486  O1 1.220, N14 1.332, C16 1.516
6 C 3.707 2.112 2.587  O2 1.225, N12 1.337, C29 1.543
7 C 1.688 -0.200 -1.498  N3 1.340, C9 1.394, H30 1.086
8 C 0.986 -2.375 -1.209  N3 1.344, C11 1.406, H31 1.086
9 C 0.535 0.105 -2.221  C7 1.394, C10 1.393, H32 1.085
10 C -0.429 -0.878 -2.434  C9 1.393, C11 1.403, H33 1.081
11 C -0.218 -2.160 -1.903  C8 1.406, C10 1.403, C21 1.524
12 N 3.423 1.007 3.286  C6 1.337, C17 1.464, H34 1.010
13 N -1.290 -3.944 -3.347  C19 1.483, C20 1.481, C21 1.482
14 N 4.034 4.544 2.811  C5 1.332, C29 1.470, H35 1.011
15 C -1.365 4.536 1.492  S4 1.813, H36 1.090, H37 1.090, H38 1.090
16 C 3.054 5.991 4.555  C5 1.516, H39 1.088, H40 1.087, H41 1.089
17 C 2.570 0.873 4.467  N12 1.464, H42 1.092, H43 1.091, H44 1.092
18 C 0.727 2.758 2.062  S4 1.814, C28 1.533, H45 1.090, H46 1.090
19 C -1.846 -5.314 -3.236  N13 1.483, C25 1.545, H47 1.095, H48 1.095
20 C -2.056 -3.155 -4.339  N13 1.481, C26 1.543, H49 1.092, H50 1.095
21 C -1.187 -3.332 -2.001  C11 1.524, N13 1.482, C27 1.552, H51 1.096
22 C -4.130 -4.404 -3.672  C25 1.540, C26 1.541, H52 1.095, H53 1.095
23 C -3.269 -4.487 -1.309  C25 1.548, C27 1.546, H54 1.095, H55 1.095
24 C -3.521 -2.305 -2.467  C26 1.540, C27 1.546, H56 1.095, H57 1.089
25 C -3.281 -5.215 -2.675  C19 1.545, C22 1.540, C23 1.548, H58 1.094
26 C -3.508 -3.005 -3.839  C20 1.543, C22 1.541, C24 1.540, H59 1.094
27 C -2.628 -3.090 -1.479  C21 1.552, C23 1.546, C24 1.546, H60 1.094
28 C 1.881 3.762 1.953  C18 1.533, C29 1.541, H61 1.092, H62 1.089
29 C 3.043 3.464 2.921  C6 1.543, N14 1.470, C28 1.541, H63 1.088
30 H 2.430 0.576 -1.336  C7 1.086
31 H 1.188 -3.358 -0.797  C8 1.086
32 H 0.401 1.107 -2.612  C9 1.085
33 H -1.305 -0.617 -3.010  C10 1.081
34 H 3.893 0.177 2.952  N12 1.010
35 H 4.768 4.407 2.129  N14 1.011
36 H -0.659 5.360 1.389  C15 1.090
37 H -1.639 4.415 2.540  C15 1.090
38 H -2.260 4.761 0.912  C15 1.090
39 H 3.125 5.248 5.346  C16 1.088
40 H 2.059 5.988 4.117  C16 1.087
41 H 3.261 6.977 4.969  C16 1.089
42 H 2.930 1.521 5.269  C17 1.092
43 H 1.536 1.124 4.227  C17 1.091
44 H 2.600 -0.160 4.819  C17 1.092
45 H 1.120 1.756 1.893  C18 1.090
46 H 0.314 2.797 3.070  C18 1.090
47 H -1.225 -5.931 -2.577  C19 1.095
48 H -1.855 -5.802 -4.216  C19 1.095
49 H -1.601 -2.175 -4.498  C20 1.092
50 H -2.049 -3.665 -5.309  C20 1.095
51 H -0.758 -4.094 -1.340  C21 1.096
52 H -5.159 -4.320 -3.309  C22 1.095
53 H -4.164 -4.916 -4.639  C22 1.095
54 H -2.704 -5.076 -0.579  C23 1.095
55 H -4.291 -4.389 -0.928  C23 1.095
56 H -4.546 -2.265 -2.084  C24 1.095
57 H -3.195 -1.270 -2.559  C24 1.089
58 H -3.703 -6.218 -2.558  C25 1.094
59 H -4.090 -2.422 -4.559  C26 1.094
60 H -2.593 -2.573 -0.515  C27 1.094
61 H 2.261 3.746 0.930  C28 1.092
62 H 1.493 4.760 2.154  C28 1.089
63 H 2.656 3.426 3.937  C29 1.088